The following is a quantum chemistry calculation of C52H61BClGaN3O5PS2 as an isolated structure, from the OMol25 dataset.

As for the energy above the lowest of the compared OMol25 structures with the same formula, charge and spin: 122.7 kcal per mole. The total energy is -6106.16982 Eh. The value obtained for the largest force on an atom is 0.85 eV Å⁻¹. For the HOMO energy (spin up / spin down), the calculation gives -7.332 / -7.083 eV. As for the frontier orbital gap (spin up / spin down): 7.5439 / 7.2950 eV.

Geometry as XYZ:
```
127
Properties=species:S:1:pos:R:3:forces:R:3
Ga 0.988663 0.342171 0.361203 0.504 -0.097 -0.271
O 2.736211 3.995379 0.930882 -0.003 -0.086 0.045
C 1.805642 3.248137 0.718265 -0.194 0.434 -0.215
O 1.860761 1.961681 0.897176 0.108 -0.487 0.289
C 0.462260 3.841788 0.221501 0.280 -0.327 -0.129
P -0.532555 2.458348 -0.429341 -0.343 0.380 0.183
C -2.065876 2.359311 0.632543 0.176 -0.046 -0.242
C -2.988856 3.547808 0.281814 -0.185 -0.007 0.077
C -5.036045 3.289125 1.077081 0.199 0.122 -0.064
C -5.497686 2.164132 1.923983 0.033 -0.162 0.105
C -4.714238 1.145948 2.279487 -0.233 0.037 0.073
C -3.293447 0.971474 1.883431 0.228 0.187 -0.269
C -1.234913 3.009110 -2.023926 0.250 -0.354 -0.048
C -1.616225 1.955494 -2.858267 0.026 0.096 -0.017
C -2.008297 2.194034 -4.163664 -0.004 -0.018 -0.114
C -2.010228 3.489123 -4.661475 -0.021 0.000 0.049
C -1.640705 4.541248 -3.837734 -0.055 0.096 -0.023
C -1.258185 4.307337 -2.524719 -0.026 -0.027 0.042
H 0.703572 4.552695 -0.568005 -0.016 0.063 0.068
H -0.020428 4.373840 1.041806 0.044 0.037 -0.009
H -2.517425 4.330819 -0.302544 0.017 -0.022 -0.019
H -5.844560 4.002571 0.916408 0.060 0.014 -0.036
H -6.517770 2.197368 2.289191 -0.039 -0.090 -0.012
H -5.133265 0.365682 2.906077 -0.041 0.011 0.048
H -2.933313 0.018377 2.272449 0.098 0.087 -0.041
H -1.579661 0.941650 -2.474928 0.013 -0.051 -0.044
H -2.289742 1.368353 -4.803573 -0.025 -0.047 -0.004
H -2.296213 3.679718 -5.687095 -0.010 -0.004 -0.023
H -1.647735 5.553066 -4.221199 0.007 0.026 0.003
H -0.981850 5.147113 -1.898839 0.072 -0.015 0.005
C -1.183234 -4.635226 2.470927 -0.107 0.158 -0.060
C -0.338749 -3.357486 2.340651 0.027 -0.120 0.096
C 0.411036 -3.101059 3.648500 -0.005 0.061 -0.155
C 0.536655 -3.528365 1.108992 -0.148 0.112 -0.037
C 1.648192 -4.359241 1.158856 0.076 0.088 -0.002
C 2.331466 -4.696354 0.003450 -0.057 -0.084 -0.036
C 1.861574 -4.259199 -1.219663 0.122 0.021 0.053
C 0.763203 -3.408763 -1.321579 0.022 -0.057 -0.093
C 0.251179 -3.136439 -2.728265 -0.278 0.110 0.052
C -0.851470 -4.155429 -3.053224 0.234 0.012 -0.078
C -0.260269 -1.726996 -3.033856 0.038 -0.049 0.023
C 0.136431 -3.007987 -0.138215 0.338 -0.107 0.228
N -0.919445 -2.052821 -0.156450 -0.143 -0.068 0.036
B -0.832904 -0.633115 0.026897 0.534 -0.011 0.173
N -2.206338 -0.182851 0.035677 0.033 0.058 -0.504
C -3.010240 -1.322398 -0.038685 -0.105 -0.160 0.027
C -2.252925 -2.423280 -0.170189 -0.085 -0.060 0.023
C -2.901093 1.066818 0.329546 -0.287 -0.095 0.708
C -4.020682 1.501640 -0.550971 -0.047 -0.106 -0.274
C -4.279648 2.927931 -0.281309 -0.393 0.135 -0.063
C -3.693659 4.000198 1.567775 -0.265 0.214 0.023
C -2.990986 3.349219 2.667279 -0.008 0.117 0.048
C -2.270184 2.154383 2.193750 0.268 -0.363 0.364
C -1.164268 1.687614 3.158319 0.015 0.273 0.042
C -0.170644 2.809109 3.482482 0.000 -0.232 -0.093
C -1.785864 1.207759 4.476136 0.018 -0.066 -0.178
C -4.899431 0.665918 -1.433245 -0.001 0.094 -0.056
C -6.166239 0.173914 -0.706632 0.224 -0.087 -0.092
C -5.326503 1.428880 -2.693242 0.083 -0.092 0.065
H -1.930539 -4.520306 3.256903 -0.009 -0.026 0.049
H -0.550798 -5.490215 2.713919 0.033 -0.024 0.013
H -1.701012 -4.856627 1.537457 -0.030 -0.053 -0.009
H -1.016075 -2.515914 2.182456 0.043 -0.021 -0.028
H 1.227591 -3.807367 3.796894 -0.017 -0.087 0.077
H -0.277372 -3.200022 4.488444 -0.003 -0.032 0.038
H 0.818916 -2.095993 3.663739 0.084 0.093 0.023
H 1.981941 -4.762733 2.105912 -0.033 -0.001 0.035
H 3.200698 -5.340289 0.054091 0.011 0.000 -0.002
H 2.359760 -4.582059 -2.126438 0.004 0.035 -0.037
H 1.090960 -3.342058 -3.400378 0.014 0.044 0.062
H -1.731505 -3.965021 -2.439093 -0.034 -0.030 0.012
H -0.502286 -5.171171 -2.867678 -0.068 -0.059 -0.004
H -1.140276 -4.071444 -4.101898 -0.060 -0.012 -0.026
H -1.269432 -1.591733 -2.644012 -0.044 0.064 0.003
H -0.298143 -1.577851 -4.114841 -0.011 -0.019 -0.040
H 0.384031 -0.959907 -2.610040 -0.002 0.025 -0.042
H -4.076886 -1.279049 0.074024 -0.066 0.032 -0.071
H -2.568161 -3.449564 -0.248994 -0.004 -0.037 -0.017
H -4.749052 3.455857 -1.111088 0.096 -0.031 -0.075
H -3.854554 5.070210 1.702995 0.072 0.027 -0.040
H -3.255471 3.489421 3.704534 0.047 0.046 0.066
H -0.616038 0.852887 2.706263 -0.114 -0.016 0.022
H -0.693334 3.759254 3.602192 0.014 0.030 0.079
H 0.580720 2.912649 2.709146 0.055 0.055 0.047
H 0.353613 2.579210 4.409784 0.072 0.039 0.005
H -2.163182 2.053216 5.052523 0.014 0.030 0.045
H -1.024706 0.706028 5.072834 -0.005 -0.013 0.053
H -2.614972 0.516798 4.324679 0.002 -0.075 0.030
H -4.324776 -0.206529 -1.753653 -0.018 0.018 -0.038
H -6.822458 1.020421 -0.505255 -0.059 0.012 0.085
H -5.926555 -0.296006 0.245048 -0.096 -0.030 0.044
H -6.704424 -0.543511 -1.327650 -0.048 0.001 -0.048
H -6.048841 2.207752 -2.448442 -0.026 0.063 -0.013
H -5.804367 0.747059 -3.397065 -0.030 -0.016 -0.032
H -4.470035 1.890078 -3.181921 -0.011 0.033 -0.051
C 7.024298 -1.990622 2.059786 -0.096 0.062 -0.051
C 6.583746 -0.811319 1.237513 -0.035 -0.022 0.185
C 7.255955 -0.476864 0.068073 -0.104 0.025 -0.073
C 6.841056 0.607848 -0.685393 0.028 -0.086 0.207
Cl 7.656798 0.938968 -2.188837 0.036 0.075 -0.146
C 5.802534 1.420320 -0.266156 0.015 0.003 -0.057
C 5.139690 1.101735 0.906379 -0.049 -0.002 0.172
C 5.507205 -0.018112 1.637506 0.153 -0.035 -0.237
O 4.841127 -0.309357 2.814534 -0.036 0.155 -0.078
C 3.779118 -1.251665 2.723453 0.009 -0.084 -0.070
C 2.616770 -0.736705 1.879534 0.503 -0.524 0.451
O 2.730596 -0.736985 0.619245 -0.366 0.303 -0.315
O 1.576254 -0.332895 2.422021 -0.470 0.461 0.119
H 8.108770 -2.088257 2.036161 0.009 -0.042 0.008
H 6.591733 -2.915324 1.669925 0.016 -0.040 0.051
H 6.699631 -1.867247 3.091034 0.042 -0.072 0.024
H 8.100502 -1.072794 -0.255125 0.012 0.011 -0.027
H 5.507175 2.285448 -0.842255 -0.023 0.013 -0.029
H 4.322703 1.718368 1.258066 -0.053 0.032 -0.056
H 3.440937 -1.399971 3.747089 -0.034 -0.048 -0.072
H 4.127596 -2.200154 2.295666 -0.004 0.048 0.012
S 2.334776 0.716818 -2.037731 -0.158 0.066 0.222
C 3.562626 -0.335785 -2.471636 -0.044 0.137 -0.349
N 4.090921 -0.227848 -3.696808 0.030 0.068 -0.031
C 4.977866 -1.258295 -4.191409 0.004 -0.019 -0.158
C 5.454896 -2.030440 -2.971404 -0.071 0.037 0.548
S 4.316638 -1.622187 -1.583163 -0.173 -0.025 -0.190
H 3.705099 0.457815 -4.326839 -0.088 0.036 0.093
H 5.810585 -0.796645 -4.724008 0.014 -0.068 0.028
H 4.439156 -1.907533 -4.890453 0.024 0.018 0.056
H 6.452773 -1.728285 -2.661450 0.045 -0.015 -0.049
H 5.424597 -3.106795 -3.120387 0.068 0.014 -0.048
```
Forces are in eV/Å.